(1)
ORCA calculation (ωB97M-V with the def2-TZVPD basis set) on a 11-piece molecular cluster, C22H70N4O11 overall.

Properties
* SMILES: COC[C@H](C)N.COC[C@H](C)N.COC[C@H](C)N.COC[C@H](C)N.CCO.CCO.CCO.O.O.O.O
* highest occupied orbital energy: -8.76 eV
* DFT total energy: -52428.7162 eV
* HOMO-LUMO gap: 0.336 hartree
* lowest unoccupied orbital energy: 0.38 eV
* energy above the lowest of the compared OMol25 structures with the same formula, charge and spin: 141.6 kJ/mol

CARTESIAN COORDINATES (ANGSTROEM)
O1 11.670 9.781 9.160
O2 20.044 9.920 9.002
O3 9.888 11.805 6.597
O4 16.455 6.755 9.640
O5 13.822 16.475 7.740
O6 16.528 8.784 6.715
O7 13.725 12.038 12.736
O8 15.029 6.164 7.145
O9 13.730 6.786 10.938
O10 18.417 5.340 11.547
O11 16.164 9.574 9.293
N1 11.072 14.501 13.283
N2 10.005 10.588 11.054
N3 18.256 10.967 10.730
N4 11.669 13.102 5.310
C1 11.253 9.994 11.482
C2 19.984 9.439 7.650
C3 19.140 9.912 11.205
C4 11.765 13.396 12.608
C5 9.995 14.747 6.211
C6 19.469 9.066 9.985
C7 14.369 6.413 12.132
C8 18.471 9.209 12.358
C9 14.948 7.577 13.017
C10 14.514 11.384 9.212
C11 14.854 9.874 9.614
C12 12.189 13.790 11.225
C13 14.566 15.258 8.022
C14 14.946 11.662 13.358
C15 8.961 11.055 7.361
C16 10.714 12.657 7.402
C17 12.961 12.997 13.465
C18 15.540 15.540 9.212
C19 11.727 8.999 7.977
C20 11.154 13.776 6.505
C21 11.214 9.369 12.815
C22 11.712 9.006 10.379
H1 15.666 8.179 12.466
H2 16.197 14.642 9.434
H3 14.740 9.626 10.665
H4 12.910 14.606 11.366
H5 18.328 11.834 11.297
H6 10.828 9.958 13.648
H7 14.757 5.614 6.391
H8 18.996 9.231 7.315
H9 15.351 11.692 8.545
H10 10.795 12.776 4.833
H11 20.106 10.226 11.516
H12 16.192 16.373 8.941
H13 10.070 11.122 10.216
H14 12.738 8.598 10.422
H15 12.007 10.786 11.417
H16 11.614 12.139 7.818
H17 9.162 10.007 10.971
H18 10.841 8.351 7.884
H19 10.196 15.376 5.338
H20 14.264 9.225 8.982
H21 15.146 14.989 7.100
H22 20.316 10.294 7.072
H23 13.087 16.513 8.324
H24 16.483 7.742 9.481
H25 14.733 11.007 14.193
H26 18.944 8.323 12.771
H27 10.172 13.023 8.284
H28 16.116 6.243 8.840
H29 12.615 12.622 14.454
H30 16.457 9.452 7.468
H31 15.477 7.035 13.784
H32 8.558 11.829 8.066
H33 16.120 9.330 6.012
H34 18.609 8.565 9.584
H35 10.511 8.566 12.841
H36 16.879 9.975 9.870
H37 14.472 6.936 10.297
H38 12.647 8.411 7.900
H39 8.188 10.628 6.651
H40 11.383 15.406 12.988
H41 14.149 8.151 13.416
H42 13.981 14.358 8.279
H43 11.950 14.298 7.056
H44 11.736 9.762 7.138
H45 9.822 15.384 7.083
H46 12.662 12.896 10.749
H47 15.193 5.721 11.975
H48 11.024 8.191 10.366
H49 13.427 13.904 13.581
H50 14.952 7.068 6.837
H51 9.021 14.248 5.908
H52 19.132 4.857 11.166
H53 10.079 14.434 13.142
H54 11.299 14.014 10.652
H55 20.181 8.359 10.233
H56 13.528 11.425 8.760
H57 20.692 8.584 7.443
H58 17.467 8.988 11.986
H59 14.936 15.771 10.128
H60 18.558 11.230 9.769
H61 17.653 5.366 10.956
H62 15.410 11.049 12.605
H63 18.478 9.846 13.205
H64 13.628 5.865 12.744
H65 15.584 12.489 13.673
H66 11.031 12.539 12.547
H67 9.419 10.233 7.898
H68 12.266 13.718 4.727
H69 12.160 8.951 13.196
H70 14.473 12.061 10.067

(2)
ORCA calculation (ωB97M-V with the def2-TZVPD basis set) on a 11-piece molecular cluster, C22H70N4O11 overall.

Properties
* SMILES: COC[C@H](C)N.COC[C@H](C)N.COC[C@H](C)N.COC[C@H](C)N.CO.CO.CO.CO.CO.CO.O
* highest occupied orbital energy: -9.17 eV
* DFT total energy: -52423.7320 eV
* HOMO-LUMO gap: 0.348 hartree
* lowest unoccupied orbital energy: 0.30 eV
* energy above the lowest of the compared OMol25 structures with the same formula, charge and spin: 622.5 kJ/mol

CARTESIAN COORDINATES (ANGSTROEM)
O1 2.621 6.724 1.402
O2 0.028 -5.550 -7.586
O3 -8.219 2.931 -5.761
O4 0.791 1.586 8.758
O5 8.159 0.699 3.785
O6 4.704 -4.066 -0.460
O7 -4.322 9.552 -3.618
O8 -0.596 7.549 -6.812
O9 0.715 2.850 -2.223
O10 -3.871 -9.044 0.905
O11 -6.154 4.678 2.649
N1 -1.501 2.713 7.178
N2 -4.462 -7.099 -0.713
N3 1.654 -2.502 -6.191
N4 8.607 -0.359 1.098
C1 0.615 -3.300 -6.760
C2 3.558 -3.869 0.277
C3 -3.744 -5.312 0.763
C4 -4.092 -9.915 1.971
C5 7.840 1.614 0.132
C6 -0.603 3.181 -2.667
C7 -3.645 -7.744 1.489
C8 -6.813 3.535 2.034
C9 1.440 0.957 9.842
C10 7.445 1.210 2.626
C11 -0.972 1.370 7.011
C12 1.771 7.828 1.837
C13 -6.800 3.090 -5.770
C14 0.584 -6.857 -8.023
C15 8.354 1.075 1.387
C16 -0.054 -2.534 -7.954
C17 -3.504 -6.707 0.324
C18 -4.169 9.981 -2.315
C19 -0.272 0.800 8.293
C20 7.436 0.799 4.962
C21 0.033 1.424 5.868
C22 1.126 -4.684 -7.126
H1 1.650 -5.118 -6.274
H2 -5.521 4.346 3.290
H3 -4.572 9.202 -1.667
H4 -0.326 -7.449 -8.123
H5 2.200 6.305 0.648
H6 -2.512 -6.812 -0.115
H7 8.623 -0.883 1.961
H8 6.427 0.391 5.014
H9 -1.794 0.739 6.673
H10 0.935 2.001 6.071
H11 -1.213 8.122 -6.357
H12 1.011 7.501 2.547
H13 -0.622 -1.717 -7.509
H14 8.036 0.354 5.756
H15 1.068 -6.876 -9.000
H16 -0.778 -3.102 -8.539
H17 -7.326 2.924 2.777
H18 -0.936 0.799 9.157
H19 -1.120 7.119 -7.488
H20 -1.903 2.794 8.101
H21 8.501 1.367 -0.699
H22 -0.129 -3.356 -5.965
H23 -4.676 -5.104 1.290
H24 -0.319 1.862 4.934
H25 -5.232 9.266 -3.727
H26 -6.531 3.838 -6.516
H27 -4.491 -8.106 -0.650
H28 1.237 8.362 1.050
H29 0.253 0.399 5.568
H30 -8.489 3.088 -6.669
H31 5.167 -4.858 -0.177
H32 7.133 2.253 2.573
H33 2.316 -2.348 -6.938
H34 -6.393 3.519 -4.855
H35 -4.438 -7.451 2.177
H36 -5.030 -9.693 2.480
H37 -7.360 3.913 1.170
H38 1.913 -4.718 -7.881
H39 -0.721 2.860 -3.702
H40 2.460 8.465 2.391
H41 7.738 -0.678 0.694
H42 3.934 -3.755 1.293
H43 1.108 2.408 -2.980
H44 -3.160 10.342 -2.117
H45 -6.142 2.903 1.451
H46 -5.287 -6.837 -0.194
H47 6.546 0.609 2.488
H48 -0.707 3.334 7.252
H49 -3.850 -4.686 -0.123
H50 2.190 1.655 10.215
H51 7.472 1.880 5.100
H52 1.872 0.003 9.542
H53 -4.843 10.803 -2.076
H54 -2.928 -4.832 1.302
H55 0.697 -2.228 -8.683
H56 1.265 -7.324 -7.311
H57 -0.853 4.223 -2.470
H58 -4.197 -10.855 1.430
H59 7.788 2.700 0.058
H60 2.199 -3.102 -5.588
H61 -0.028 -0.223 8.009
H62 -3.269 -9.885 2.685
H63 -1.341 2.704 -2.022
H64 -6.317 2.130 -5.951
H65 2.863 -3.108 -0.081
H66 9.307 1.584 1.533
H67 0.729 0.679 10.620
H68 2.966 -4.771 0.430
H69 6.796 1.325 0.009
H70 -2.740 -7.799 2.094